<i>
20
Properties=species:S:1:pos:R:3:mulliken_charge:R:1 method="wB97M-V/def2-TZVPD" spin_multiplicity=1 smiles=CNCCNCN homo_lumo_gap_ev=9.43 charge=0
C -0.677 0.610 -0.498 -0.71
N 0.020 0.754 0.802 -0.32
C -0.251 1.983 1.436 -0.31
N 0.483 2.090 2.753 -0.64
C -0.025 -0.452 -1.458 -0.64
N 0.316 -1.665 -0.683 -0.35
C 0.489 -2.883 -1.439 -0.79
H -1.668 0.363 -0.299 0.39
H -0.475 1.467 -1.100 0.33
H 0.027 -0.098 1.356 0.28
H -1.359 2.078 1.663 0.25
H 0.036 2.783 0.655 0.27
H -0.064 1.768 3.472 0.25
H 0.581 3.061 2.879 0.23
H 0.791 -0.057 -2.008 0.35
H -0.844 -0.605 -2.213 0.36
H 1.264 -1.436 -0.273 0.27
H 1.445 -3.147 -2.135 0.21
H -0.385 -2.923 -2.178 0.27
H 0.296 -3.690 -0.732 0.31



<ii>
20
Properties=species:S:1:pos:R:3:mulliken_charge:R:1 method="wB97M-V/def2-TZVPD" spin_multiplicity=1 homo_lumo_gap_ev=7.28 charge=0
C 0.614 1.877 -0.696 -0.54
C 1.614 -1.337 -0.028 -1.02
N 0.577 -0.483 -0.569 -0.17
H 0.430 -0.689 -1.553 0.33
H 2.296 -1.712 -0.794 0.33
H 0.991 1.873 0.318 0.28
H 1.336 1.590 -1.452 0.25
H 0.201 2.850 -0.937 0.35
H 2.210 -0.778 0.697 0.25
H 1.192 -2.206 0.497 0.30
C -0.665 -0.350 1.625 -1.46
C -0.792 -0.459 0.107 0.63
N -1.182 1.167 -0.490 -0.53
N -1.694 -1.368 -0.280 -0.92
H -1.674 0.862 -1.327 0.37
H -1.797 1.637 0.171 0.29
H -1.711 -1.455 -1.300 0.20
H -0.034 0.490 1.928 0.31
H -1.660 -0.235 2.055 0.41
H -0.252 -1.273 2.028 0.34



<iii>
20
Properties=species:S:1:pos:R:3:mulliken_charge:R:1 method="wB97M-V/def2-TZVPD" spin_multiplicity=1 smiles=NCCNCCN homo_lumo_gap_ev=9.24 charge=0
C -0.672 -0.177 -1.437 -0.48
N -0.327 0.316 -0.001 -0.20
C -0.806 -0.012 1.387 -0.69
C 0.002 -1.111 2.332 -0.43
N 1.072 -0.378 3.201 -0.63
C 0.163 0.369 -2.684 -0.62
N 0.495 1.750 -2.670 -0.57
H -0.593 -1.309 -1.332 0.30
H -1.718 0.110 -1.676 0.26
H 0.595 0.648 0.015 0.21
H -0.831 0.888 2.186 0.24
H -1.777 -0.390 1.366 0.42
H 0.485 -2.052 1.756 0.23
H -0.555 -1.484 3.140 0.37
H 1.368 -0.916 4.025 0.23
H 1.922 -0.401 2.596 0.22
H 1.195 -0.224 -2.582 0.20
H -0.093 0.096 -3.692 0.43
H 0.470 2.056 -3.662 0.27
H -0.395 2.222 -2.269 0.25



The least stable of them is <ii>.



<i>
17
Properties=species:S:1:pos:R:3:mulliken_charge:R:1 method="wB97M-V/def2-TZVPD" spin_multiplicity=1 smiles="CC1=[NH+]C=NC=CC1" homo_lumo_gap_ev=9.07 charge=+1
C -1.142 0.855 1.524 -0.04
C 0.524 1.935 0.265 -0.20
C 0.401 -0.902 0.782 -0.78
C -0.877 -0.452 1.405 -0.25
C 0.360 -0.416 -0.586 0.74
C 0.084 -1.178 -1.825 -1.30
N -0.257 1.904 1.284 -0.35
N 0.646 0.876 -0.734 -0.14
H -2.088 1.080 2.184 0.31
H 1.147 2.707 0.050 0.46
H 1.295 -0.522 1.184 0.34
H 0.512 -2.045 0.867 0.42
H -1.493 -1.223 1.924 0.33
H -0.764 -0.627 -2.360 0.38
H 0.054 -2.294 -1.661 0.34
H 0.931 -1.006 -2.641 0.39
H 0.665 1.308 -1.661 0.35



<ii>
17
Properties=species:S:1:pos:R:3:mulliken_charge:R:1 method="wB97M-V/def2-TZVPD" spin_multiplicity=1 homo_lumo_gap_ev=8.82 charge=+1
C 1.244 0.726 0.335 0.28
C 0.667 -0.441 -0.162 1.03
C -1.529 0.239 0.063 0.45
C 2.333 1.243 0.861 -0.66
C 1.608 -1.449 -0.596 -1.12
C -2.939 -0.057 -0.299 -0.87
N -0.552 -0.724 -0.313 -0.39
N -1.051 1.218 0.685 -0.45
H 2.434 2.190 1.313 0.34
H 3.308 0.754 0.652 0.24
H 1.494 -1.577 -1.698 0.30
H 1.281 -2.464 -0.195 0.31
H 2.673 -1.336 -0.321 0.38
H -3.237 0.743 -0.993 0.33
H -3.470 -0.086 0.623 0.34
H -2.715 -1.080 -0.770 0.26
H -1.549 2.098 0.815 0.25



<iii>
17
Properties=species:S:1:pos:R:3:mulliken_charge:R:1 method="wB97M-V/def2-TZVPD" spin_multiplicity=1 homo_lumo_gap_ev=9.06 charge=+1
C 0.374 1.770 -0.029 -0.24
C -0.696 0.766 -0.015 0.71
C -0.247 -0.472 -0.025 0.71
C 2.678 -0.702 0.059 -0.14
C -2.130 1.207 0.034 -1.32
C -0.484 -1.886 -0.064 -1.44
N 1.583 1.352 -0.031 -0.90
N 1.660 0.036 -0.014 0.44
H 0.182 2.830 -0.039 0.45
H 3.677 -0.278 0.092 0.30
H 2.558 -1.775 0.099 0.24
H -2.203 2.281 -0.102 0.39
H -2.557 0.945 1.001 0.34
H -2.713 0.712 -0.739 0.36
H -0.061 -2.331 -0.969 0.34
H -1.562 -2.065 -0.065 0.39
H -0.057 -2.389 0.806 0.35



The least stable of them is <ii>.



<i>
18
Properties=species:S:1:pos:R:3:mulliken_charge:R:1 method="wB97M-V/def2-TZVPD" spin_multiplicity=1 homo_lumo_gap_ev=7.85 charge=0
C -1.798 2.380 1.454 0.40
C 1.581 0.463 0.214 -1.31
C 0.811 -1.794 -0.522 -1.39
C -1.556 -0.128 -0.968 -0.75
C 0.831 -0.689 0.642 0.47
N -2.503 3.267 1.776 -0.55
N -0.802 1.731 1.097 -0.44
S -0.962 -0.259 0.721 0.09
H 1.289 0.869 -0.723 0.28
H 1.483 1.292 1.003 0.36
H 2.666 0.326 0.179 0.42
H 0.028 -2.529 -0.380 0.45
H 1.784 -2.302 -0.519 0.38
H 0.624 -1.395 -1.540 0.32
H -1.538 -1.140 -1.456 0.32
H -0.672 0.461 -1.546 0.19
H -2.385 0.533 -1.068 0.38
H 1.120 -1.087 1.637 0.37



<ii>
18
Properties=species:S:1:pos:R:3:mulliken_charge:R:1 method="wB97M-V/def2-TZVPD" spin_multiplicity=1 homo_lumo_gap_ev=9.32 charge=0
C 0.469 2.118 0.265 -0.82
C 2.227 0.260 -0.215 -0.15
C 0.039 -0.390 0.272 0.42
C 0.560 -1.211 1.214 -0.82
C -1.092 -0.665 -0.786 -0.72
H -0.639 2.686 -0.308 0.19
H 0.154 2.339 1.363 0.30
H 1.378 2.723 0.325 0.34
H 3.069 1.133 -0.328 0.21
H 2.399 -1.856 -0.806 0.28
H 1.716 -0.937 1.465 0.32
H 0.124 -2.110 1.675 0.31
H -1.313 -1.707 -1.053 0.35
H -0.803 0.014 -1.678 0.32
H -2.286 1.135 -0.130 0.08
N 0.801 0.655 -0.219 0.12
N 2.816 -0.927 -0.493 -0.56
S -2.646 -0.137 -0.003 -0.18



<iii>
18
Properties=species:S:1:pos:R:3:mulliken_charge:R:1 method="wB97M-V/def2-TZVPD" spin_multiplicity=1 homo_lumo_gap_ev=8.14 charge=0
C -2.474 0.099 -0.315 -0.67
C -1.422 0.224 0.916 -0.95
C 0.130 0.172 0.359 -0.24
C 0.358 1.476 -0.436 -0.39
C 1.557 -1.556 -0.211 0.04
H -1.500 0.820 -1.151 0.14
H -2.519 -1.156 -0.675 0.21
H -3.813 0.773 -0.279 0.27
H -1.552 -0.559 1.559 0.49
H -1.590 1.203 1.254 0.35
H 0.724 0.126 1.202 0.74
H -0.115 1.819 -1.271 0.33
H 1.561 -2.570 -0.736 0.32
H 3.460 -1.573 -0.278 0.36
H 2.736 0.165 0.011 0.29
N 0.361 -1.003 -0.412 -0.46
N 2.639 -1.030 0.436 -0.63
S 1.459 2.572 0.028 -0.20



<iv>
18
Properties=species:S:1:pos:R:3:mulliken_charge:R:1 method="wB97M-V/def2-TZVPD" spin_multiplicity=1 smiles="[H]/N=C(N)/C=C(/C)SC" homo_lumo_gap_ev=9.20 charge=0
C -2.594 -0.629 0.619 -0.99
C -0.508 0.668 -0.068 0.89
C -1.514 1.850 -0.181 -1.17
C 0.755 0.848 0.044 -0.55
C 2.080 0.064 0.073 0.33
H -2.984 -1.616 0.883 0.37
H -2.419 -0.199 1.592 0.39
H -3.560 -0.229 0.030 0.24
H -2.226 1.586 -1.091 0.25
H -2.148 1.729 0.698 0.33
H -0.986 2.787 -0.289 0.42
H 0.887 1.965 0.408 0.11
H 1.087 -1.830 -0.188 0.14
H 2.581 -2.133 0.364 0.22
H 3.923 -0.013 0.189 0.25
N 1.984 -1.361 -0.074 -0.45
N 3.154 0.708 0.169 -0.64
S -1.214 -0.893 -0.387 -0.15



The least stable of them is <iii>.